1.
Below is one molecule with the formula C21H39N3O2S, with properties calculated with wB97M-V/def2-TZVPD.

The value obtained for the HOMO-LUMO gap is 9.325 eV. The SMILES is CSCC[C@@H](NC(=O)[C@H]1CC[C@H](C)CC1)C(=O)NCCN1CCC(C)CC1. As for the spin multiplicity: 1. As for the total energy: -41812.958 eV. For the LUMO energy, the calculation gives 0.85 eV. For the HOMO energy, the calculation gives -8.48 eV. The energy above the lowest of the compared OMol25 structures with the same formula, charge and spin is 0.0 kcal per mole.

Geometry as XYZ:
```
66
Properties=species:S:1:pos:R:3:lowdin_charge:R:1
O 0.669 -2.496 1.561 0.050
H 1.745 -5.664 -2.884 0.116
C -1.315 4.831 0.758 -0.185
N 0.707 2.189 -0.192 0.078
H -2.802 2.998 -1.582 0.117
H -4.693 3.140 0.012 0.120
H 2.218 -6.087 -1.237 0.123
H -0.012 2.249 0.520 0.116
C 4.469 -5.974 -2.798 -0.076
H 2.011 -4.356 0.604 0.153
C 0.310 -0.163 0.034 -0.232
C -3.670 3.246 0.376 -0.154
H 3.863 -2.721 0.495 0.125
C -0.422 4.003 -1.342 -0.168
H 3.599 -4.026 -3.007 0.144
H -1.534 0.848 -0.508 0.092
H -3.072 -0.748 0.644 0.072
H 4.034 -6.364 -3.716 0.075
H -3.146 4.688 -1.150 0.128
C 3.416 -3.098 -0.428 -0.146
H 1.433 4.133 -0.198 0.112
C -2.156 4.399 1.956 -0.154
N 0.949 -1.388 -0.375 0.123
H -1.662 5.818 0.396 0.129
H 4.519 -6.783 -2.072 0.080
H 1.291 -3.341 -2.189 0.117
C -3.619 4.221 1.551 -0.390
H 5.264 -3.907 -1.179 0.117
H -1.383 -0.796 -1.146 0.126
H -4.068 2.745 3.052 0.061
C 3.630 -4.821 -2.253 -0.394
C 4.249 -4.254 -0.975 -0.172
H 1.584 3.248 -1.733 0.120
H 5.482 -5.642 -3.012 0.075
H -3.321 2.271 0.721 0.080
H -1.656 -1.663 1.226 0.069
C -1.202 -0.166 -0.272 -0.190
H -1.780 3.446 2.332 0.088
N -1.406 3.831 -0.290 -0.198
C -2.015 -0.688 0.905 -0.448
H -4.407 4.403 3.555 0.076
C 1.983 -3.563 -0.151 -0.237
H -1.982 -1.354 3.947 0.034
H -4.017 5.190 1.225 0.140
C 1.355 -4.124 -1.430 -0.151
C -1.187 -0.706 3.587 -0.383
H -0.806 -0.098 4.401 0.030
H -0.753 3.428 -2.211 0.122
C 1.146 -2.440 0.440 -0.448
H -0.303 5.054 -1.653 0.125
C 2.198 -5.276 -1.969 -0.173
H -0.271 4.933 1.061 0.116
S -1.863 0.434 2.346 0.818
H -2.070 5.144 2.749 0.118
C -2.773 3.722 -0.763 -0.193
C 0.980 0.988 -0.722 -0.444
H -5.490 3.586 2.427 0.077
C -4.450 3.708 2.720 -0.070
H -0.389 -1.291 3.138 0.007
H 0.341 -4.471 -1.219 0.123
O 1.694 0.792 -1.687 0.066
H 4.311 -5.045 -0.224 0.123
H 3.412 -2.282 -1.154 0.119
H 1.448 -1.305 -1.253 0.126
C 0.933 3.438 -0.878 -0.147
H 0.458 -0.026 1.111 0.131
```

---

2.
Below is C21H40Cl3MnN4O4Si as an isolated structure, with properties calculated with wB97M-V/def2-TZVPD.

The value obtained for the HOMO-LUMO gap (alpha / beta) is 7.145 / 8.328 eV. As for the spin multiplicity: 5. As for the total energy: -113348.261 eV. For the LUMO energy (alpha / beta), the calculation gives -0.49 / 0.27 eV. For the HOMO energy (alpha / beta), the calculation gives -7.63 / -8.05 eV. The energy above the lowest of the compared OMol25 structures with the same formula, charge and spin is 0.0 kcal per mole.

Geometry as XYZ:
```
74
Properties=species:S:1:pos:R:3:mulliken_spin:R:1
O 0.488 -0.763 1.630 0.035
H -0.494 6.176 0.570 0.000
H 3.959 -3.138 -2.491 0.000
H 2.924 -1.503 0.363 0.000
H 3.199 -1.176 -3.664 0.001
N -0.114 4.202 1.201 0.002
C 0.990 4.362 2.144 0.001
H 2.051 -0.034 -2.860 -0.001
H 1.095 -5.222 1.976 0.000
C -1.446 4.168 -3.752 -0.008
H -3.218 -3.686 0.029 0.000
H 1.518 -1.676 -3.345 0.001
C -2.292 -4.065 0.472 -0.001
H -2.076 -1.849 -0.914 -0.004
H 3.734 -3.180 -0.712 0.000
N -0.482 0.496 3.270 0.002
C 3.247 -2.985 -1.672 -0.001
H -1.850 5.022 0.404 0.000
H 2.030 4.715 -5.818 0.000
H 1.680 5.129 1.764 0.001
C 0.137 -4.915 1.565 0.000
C -1.550 -1.967 -3.500 -0.021
C 2.576 -0.954 -0.535 0.018
C -0.293 3.065 0.539 -0.001
H -1.025 -6.424 2.574 0.000
H 1.669 5.402 -4.210 0.000
H -0.568 -4.066 -4.870 0.000
H 0.253 -1.352 4.747 0.000
H 2.407 -3.689 -1.803 0.001
H -0.342 6.145 -7.113 0.000
C -2.274 -5.135 1.371 0.001
C 0.106 -3.844 0.669 0.002
C -0.631 -4.173 -2.702 0.003
H 1.788 3.629 -4.419 0.001
Cl -0.621 2.724 -6.387 0.000
H -0.393 -4.833 -1.862 0.000
C -1.116 -2.945 -2.467 0.000
H -1.402 5.038 -3.080 0.000
H 0.588 4.686 3.112 0.000
C -1.093 -3.463 0.082 -0.007
C -1.131 -2.402 -1.043 -0.010
N 0.617 -1.446 3.816 0.003
H 1.015 -3.299 0.399 0.002
O -0.079 -1.530 -0.990 -0.200
C 0.206 -0.578 2.843 0.002
H 1.056 -2.305 3.542 -0.001
H -1.247 -2.275 -4.505 -0.002
H 0.643 -5.127 -4.101 0.000
C -1.018 5.333 1.041 -0.001
C -0.954 5.966 -6.221 0.000
C 2.360 -1.077 -2.963 0.004
H -0.838 1.135 2.575 0.000
H -2.647 -1.873 -3.495 0.000
N 2.792 -1.608 -1.687 0.003
H -1.060 3.045 -0.247 0.005
H -0.904 6.876 -5.608 0.000
Si -0.375 4.447 -5.252 -0.001
Cl -0.262 1.198 -2.208 0.108
H -1.088 3.270 -3.218 0.007
H -0.705 0.635 4.248 0.001
H -1.407 5.642 2.021 0.000
H -2.487 4.001 -4.070 0.000
O 2.011 0.161 -0.456 0.018
H -1.039 -5.638 -4.185 0.000
H -1.146 -0.965 -3.280 0.014
H 1.517 3.411 2.254 -0.001
H -3.212 -5.626 1.641 0.000
H -1.992 5.859 -6.554 0.000
C -0.391 -4.764 -4.045 -0.001
Cl -2.160 0.326 0.410 0.073
Mn -0.034 0.227 -0.216 3.970
C -1.055 -5.574 1.898 -0.001
C 1.459 4.565 -4.891 0.000
O 0.381 2.028 0.816 -0.017
```

---

3.
Below is C21H40Cl4Cs3F6N7O6PS as an isolated structure, with properties calculated with wB97M-V/def2-TZVPD.

The value obtained for the HOMO-LUMO gap is 1.766 eV. As for the spin multiplicity: 1. As for the total energy: -133270.905 eV. For the LUMO energy, the calculation gives -5.03 eV. For the HOMO energy, the calculation gives -6.80 eV. As for the total charge: +1.

Geometry as XYZ:
```
89
Properties=species:S:1:pos:R:3:lowdin_charge:R:1
H -2.303 -1.493 -5.412 0.141
Cl 8.093 2.075 1.538 -0.136
C -3.629 -1.708 -3.715 -0.128
H -2.152 4.478 -0.579 0.150
N -0.794 4.378 1.111 -0.108
O -4.272 -8.194 4.750 -0.193
P 9.493 2.027 -1.899 -0.023
Cs -0.649 -5.989 2.613 1.327
H -6.255 -7.937 5.373 0.098
H -0.197 5.077 1.608 0.041
H -2.150 -1.792 3.956 0.033
H 1.951 5.603 0.250 0.105
Cs -2.107 6.781 1.180 1.576
F 9.930 0.954 -2.941 -0.150
C -0.869 -3.002 -0.637 -0.182
H -2.745 -6.308 4.928 0.095
F 8.671 1.843 -0.587 -0.429
H 6.205 6.328 -3.308 0.143
H -4.035 -1.508 -5.829 0.145
Cl -5.507 -1.680 3.656 -0.144
H 2.975 5.100 -2.405 0.132
F 10.635 1.207 -1.226 -0.143
C 3.429 5.840 -1.592 -0.189
H -1.117 2.127 -1.880 0.143
N -0.141 2.156 -1.511 0.108
N -0.126 -4.016 -1.434 0.005
H 2.850 6.883 -1.638 0.137
C 0.739 0.966 -1.197 -0.118
H 2.225 -1.342 -2.863 0.115
H 3.790 5.554 0.661 0.157
C -4.571 -7.518 3.525 -0.185
H -4.707 -1.812 -3.555 0.143
O 4.892 5.974 -1.658 -0.193
C -1.125 4.982 -0.238 -0.519
H -7.049 0.339 1.302 0.033
C -5.239 -8.009 5.772 -0.093
H 6.771 4.073 -1.862 0.100
H -4.924 -4.071 4.027 -0.019
H -5.541 0.158 1.455 -0.037
H 0.664 5.473 -1.657 0.124
C -0.031 4.559 -1.428 -0.089
Cl -2.312 -2.374 1.673 0.598
N 0.662 3.253 -1.172 -0.069
H -4.996 -7.123 6.361 0.077
C -4.157 -6.028 3.503 -0.413
N 2.123 1.299 -0.681 -0.446
C 6.190 4.065 -2.899 -0.095
H 4.375 2.387 1.586 -0.109
H -2.149 -6.379 3.438 -0.345
O -6.331 0.430 1.946 -0.190
F 10.115 3.304 -1.257 -0.147
C -3.096 0.457 -3.590 -0.499
C 5.397 5.514 -2.979 -0.229
C 0.952 -3.273 -2.144 -0.109
Cs 3.193 -0.124 0.651 1.200
H -1.380 -0.811 0.263 0.056
H -4.178 -5.698 2.458 0.139
F 9.587 3.085 -3.040 -0.157
C 2.976 5.177 -0.125 -0.162
S 4.505 2.886 0.279 0.775
C 2.007 2.837 -0.658 -0.200
H -1.716 4.409 1.643 0.039
H -1.333 6.139 -0.215 -0.240
C 1.333 -1.717 -2.192 -0.029
H -4.990 -5.213 5.362 0.078
O -2.881 1.563 -3.123 0.096
O -3.135 -0.695 -2.859 0.054
N 2.991 3.678 -0.231 -0.387
H 1.657 -3.984 -2.798 0.124
H -3.991 -8.039 2.754 0.117
H -1.773 -3.472 -0.010 0.013
H 4.578 5.527 -3.820 0.117
H -3.756 -2.456 3.540 -0.151
C -2.952 -1.791 3.215 -1.055
H -0.699 4.408 -2.405 0.160
C -3.303 -1.194 -5.080 -0.127
C -0.681 -1.420 -0.465 -0.055
H -6.152 -5.343 4.029 0.097
H -3.144 -2.665 -3.504 0.140
O -3.327 0.211 -4.913 0.078
C -5.109 -5.122 4.279 -0.062
F 8.020 1.770 -2.341 -0.164
H 7.043 3.988 -3.726 0.109
H 5.482 3.133 -2.881 0.069
H -5.627 -7.648 3.256 0.129
N -2.793 -5.841 4.018 -0.174
Cl -3.590 -0.150 3.058 0.425
C 0.482 -0.649 -1.304 -0.144
H -5.193 -8.872 6.443 0.093
```